[1]
ORCA calculation (the ωB97M-V functional and the def2-TZVPD basis) on a cluster of 8 separate species, C30H56N8O2 in total.

```
96
Properties=species:S:1:pos:R:3
C -0.34 -1.36 -5.49
C -0.04 -0.42 -4.24
C -1.39 -0.27 -3.57
C -1.85 -1.51 -2.81
C -0.74 -2.02 -1.86
C 0.63 -2.17 -2.47
N 0.88 -0.93 -3.25
O 2.08 -1.15 -3.93
C 1.65 -2.25 -1.32
C 0.68 -3.48 -3.27
C 0.51 0.91 -4.74
H 0.53 -1.73 -6.02
H -0.93 -0.81 -6.22
H -1.01 -2.18 -5.22
H -1.41 0.62 -2.93
H -2.07 0.07 -4.36
H -2.13 -2.23 -3.57
H -2.72 -1.17 -2.24
H -1.04 -2.97 -1.42
H -0.64 -1.35 -1.00
H 2.71 -2.24 -1.63
H 1.54 -1.35 -0.73
H 1.47 -3.15 -0.72
H 0.68 -4.38 -2.67
H -0.09 -3.56 -4.07
H 1.59 -3.48 -3.82
H 1.34 0.77 -5.43
H 0.90 1.61 -4.00
H -0.27 1.44 -5.26
H 2.62 -0.39 -3.64
C -1.21 -0.85 6.36
C -0.68 -1.96 5.36
C -1.81 -2.95 5.08
C -2.81 -2.58 4.01
C -2.16 -2.01 2.77
C -1.17 -0.93 3.13
N -0.21 -1.42 4.10
O 0.75 -0.45 4.26
C -0.37 -0.70 1.86
C -1.88 0.35 3.49
C 0.47 -2.68 5.98
H -0.42 -0.08 6.43
H -1.29 -1.28 7.37
H -2.20 -0.47 6.05
H -1.20 -3.81 4.77
H -2.25 -3.26 6.03
H -3.47 -1.82 4.43
H -3.46 -3.45 3.83
H -2.93 -1.54 2.15
H -1.67 -2.77 2.19
H 0.09 0.29 1.74
H 0.42 -1.43 1.70
H -1.02 -0.78 0.96
H -1.20 1.17 3.73
H -2.40 0.73 2.58
H -2.62 0.28 4.27
H 1.22 -1.98 6.37
H 0.96 -3.42 5.32
H 0.16 -3.21 6.90
H 0.33 0.41 4.48
C -0.56 4.49 -4.52
C -0.07 5.84 -4.78
N 0.31 6.90 -5.00
H 0.13 3.86 -5.07
H -1.55 4.31 -4.91
H -0.59 4.29 -3.45
C -1.29 4.98 1.57
C -0.46 3.91 2.14
N 0.23 3.13 2.63
H -0.69 5.87 1.69
H -2.24 5.05 2.14
H -1.64 4.77 0.57
C 6.28 0.39 -1.24
C 5.17 0.43 -2.18
N 4.31 0.56 -2.96
H 7.16 0.13 -1.87
H 6.11 -0.54 -0.64
H 6.40 1.34 -0.71
C -3.09 1.44 -0.48
C -3.63 1.72 -1.80
N -4.08 1.98 -2.83
H -2.18 0.87 -0.69
H -3.71 0.88 0.21
H -2.87 2.41 0.06
C 1.13 1.47 -0.98
C 0.36 2.73 -0.99
N -0.30 3.63 -0.98
H 2.21 1.62 -0.82
H 0.93 0.84 -1.87
H 0.61 0.98 -0.15
C 2.81 0.80 2.33
C 3.73 0.05 1.46
N 4.42 -0.47 0.75
H 2.16 0.22 2.95
H 2.14 1.35 1.64
H 3.29 1.51 3.01
```

Relative energy (zero: lowest compared OMol25 entry of this formula, charge and spin), eV: 2.384
Structure (SMILES): CC1(C)CCCC(C)(C)N1O.CC1(C)CCCC(C)(C)N1O.CC#N.CC#N.CC#N.CC#N.CC#N.CC#N
LUMO energy, eV: 0.284
Net charge: 0


[2]
ORCA calculation (the ωB97M-V functional and the def2-TZVPD basis) on a structure of composition C30H57AgCoN3O12Zn.

```
105
Properties=species:S:1:pos:R:3
Co -0.33 0.48 3.65
Zn 2.71 -1.32 2.47
Ag -1.18 -2.91 3.41
C 0.54 -0.45 1.29
O 1.73 -0.46 1.05
O -0.14 0.51 1.60
O 0.61 -1.03 2.38
C -2.06 -0.70 4.96
O -1.33 0.12 5.49
O -2.04 -0.76 3.72
O -1.83 -1.84 5.42
C 2.52 -0.21 5.13
O 1.29 -0.04 5.08
O 3.23 -0.06 4.06
O 2.99 -1.18 5.79
C 2.05 2.98 2.90
C 0.79 3.91 3.11
C 0.43 4.63 1.81
C -0.84 5.46 1.75
C -1.88 4.41 1.98
C -1.78 3.63 3.31
N -0.42 3.12 3.50
O -0.35 2.59 4.74
C -2.33 4.50 4.48
C -2.74 2.40 3.18
C 1.32 4.99 4.16
H 2.84 3.54 2.39
H 1.81 2.21 2.16
H 2.40 2.44 3.78
H 1.23 5.33 1.58
H 0.41 3.88 1.02
H -0.82 5.78 0.70
H -0.72 6.40 2.29
H -2.02 3.83 1.07
H -2.80 4.99 1.95
H -3.27 4.99 4.23
H -2.38 4.07 5.48
H -1.63 5.32 4.61
H -2.92 1.82 4.08
H -3.68 2.79 2.78
H -2.41 1.67 2.45
H 0.55 5.75 4.33
H 2.13 5.57 3.70
H 1.70 4.57 5.09
H -0.11 3.38 5.24
C -4.81 1.56 -1.86
C -3.77 0.62 -1.28
C -3.82 -0.76 -2.06
C -3.14 -0.68 -3.43
C -1.70 -0.15 -3.40
C -1.61 1.24 -2.74
N -2.31 1.10 -1.41
O -1.95 2.05 -0.59
C -0.03 1.45 -2.55
C -2.14 2.40 -3.58
C -4.07 0.26 0.21
H -5.14 1.35 -2.88
H -5.69 1.40 -1.25
H -4.50 2.60 -1.96
H -3.54 -1.69 -1.55
H -4.87 -0.89 -2.33
H -3.05 -1.70 -3.81
H -3.77 -0.17 -4.15
H -1.40 -0.03 -4.45
H -1.11 -0.93 -2.92
H 0.57 0.94 -3.29
H 0.30 0.99 -1.62
H 0.24 2.51 -2.51
H -1.54 2.64 -4.46
H -2.15 3.30 -2.97
H -3.16 2.23 -3.92
H -4.89 -0.44 0.41
H -3.35 -0.38 0.71
H -4.16 1.21 0.74
H -1.64 1.63 0.21
C 3.54 -2.60 -3.91
C 2.46 -3.33 -2.99
C 1.51 -4.19 -3.90
C 2.10 -5.46 -4.33
C 2.70 -6.28 -3.14
C 3.66 -5.48 -2.23
N 3.01 -4.19 -1.91
O 3.70 -3.57 -0.89
C 3.90 -6.41 -0.93
C 5.05 -5.36 -3.00
C 1.53 -2.22 -2.44
H 3.96 -3.12 -4.78
H 4.38 -2.25 -3.32
H 3.11 -1.69 -4.33
H 0.52 -4.36 -3.47
H 1.29 -3.74 -4.87
H 2.97 -5.25 -4.94
H 1.43 -6.11 -4.90
H 3.26 -7.03 -3.70
H 1.87 -6.69 -2.57
H 4.08 -7.46 -1.17
H 4.70 -6.04 -0.30
H 2.97 -6.44 -0.36
H 5.05 -4.80 -3.93
H 5.63 -4.73 -2.32
H 5.56 -6.33 -3.03
H 1.29 -1.50 -3.22
H 1.90 -1.65 -1.59
H 0.57 -2.61 -2.10
H 3.23 -3.85 -0.10
```

2S+1: 4
LUMO energy (spin up / spin down), eV: 0.639 / 0.632
Net charge: -1


[3]
ORCA calculation (the ωB97M-V functional and the def2-TZVPD basis) on a cluster of 7 separate species, C30H57BBr3Cl2F3O26P in total.

```
123
Properties=species:S:1:pos:R:3
C 6.11 -1.23 1.87
C 5.07 -0.25 1.38
Cl 4.20 0.40 2.83
C 4.11 -0.90 0.41
P 2.63 0.00 -0.30
Cl 3.63 2.05 -0.24
O 3.20 -0.21 -1.89
B 3.98 0.68 -2.56
O 5.36 0.48 -2.53
O 3.42 1.63 -3.41
O 1.22 0.85 -0.94
C 0.20 0.06 -1.28
Br 0.28 -0.32 -3.29
C -1.13 0.81 -1.10
O -1.05 2.15 -1.55
O -1.95 2.26 -2.68
C 0.36 -1.27 -0.47
C -0.22 -1.10 0.96
C 0.55 -1.90 2.00
O -0.33 -2.18 3.11
C -0.18 -2.58 -1.06
C -1.71 -2.67 -1.19
C -2.26 -3.05 -2.57
F -1.34 -2.90 -3.55
Br -2.77 -4.95 -2.60
C -3.50 -2.23 -3.04
F -4.14 -2.83 -4.05
F -3.07 -1.04 -3.49
Br -4.78 -1.93 -1.62
O 1.75 -1.44 -0.37
H 6.74 -1.54 1.03
H 5.63 -2.13 2.27
H 6.73 -0.79 2.65
H 5.56 0.60 0.92
H 4.69 -1.29 -0.43
H 3.66 -1.75 0.93
H 2.16 0.33 0.99
H 5.84 1.29 -2.73
H 3.70 2.52 -3.20
H -1.93 0.31 -1.63
H -1.39 0.85 -0.04
H -1.44 2.87 -3.24
H -0.15 -0.04 1.24
H -1.28 -1.36 1.00
H 0.93 -2.83 1.59
H 1.39 -1.32 2.38
H -0.24 -3.11 3.34
H 0.13 -3.33 -0.33
H 0.35 -2.81 -1.99
H -2.07 -3.44 -0.51
H -2.18 -1.75 -0.86
C -1.44 2.14 6.04
O -0.98 3.24 5.25
C -0.88 2.98 3.95
O -1.14 1.92 3.43
O -0.46 4.07 3.32
C -0.29 3.91 1.90
H -1.45 2.50 7.06
H -2.45 1.85 5.74
H -0.77 1.29 5.94
H -1.23 3.61 1.43
H 0.48 3.17 1.69
H 0.01 4.88 1.53
C -3.38 0.15 3.25
O -4.42 -0.82 3.03
C -5.43 -0.76 3.88
O -5.54 0.01 4.81
O -6.31 -1.71 3.56
C -7.45 -1.76 4.42
H -2.62 -0.03 2.50
H -3.78 1.16 3.15
H -2.94 0.02 4.24
H -8.01 -0.83 4.39
H -7.16 -1.97 5.45
H -8.07 -2.57 4.04
C 0.77 -3.63 -5.46
O 1.62 -4.36 -6.36
C 2.53 -5.11 -5.76
O 2.68 -5.26 -4.57
O 3.27 -5.71 -6.71
C 4.30 -6.55 -6.19
H 0.07 -3.09 -6.09
H 0.23 -4.31 -4.80
H 1.35 -2.93 -4.86
H 3.88 -7.35 -5.59
H 5.00 -5.97 -5.57
H 4.82 -6.95 -7.06
C -6.18 -5.98 10.27
O -5.18 -5.76 9.27
C -5.55 -4.93 8.29
O -6.62 -4.38 8.21
O -4.54 -4.82 7.43
C -4.80 -3.94 6.33
H -5.74 -6.67 10.98
H -6.44 -5.04 10.76
H -7.08 -6.41 9.83
H -5.00 -2.93 6.69
H -5.65 -4.30 5.75
H -3.91 -3.95 5.72
C 0.97 5.25 -7.07
O -0.10 4.71 -7.86
C -1.04 4.11 -7.14
O -1.06 4.01 -5.94
O -1.96 3.61 -7.96
C -3.02 2.90 -7.30
H 1.65 5.71 -7.79
H 0.59 6.00 -6.38
H 1.47 4.46 -6.52
H -3.55 3.56 -6.61
H -2.62 2.06 -6.75
H -3.68 2.57 -8.09
C 5.44 5.01 -0.34
O 4.93 6.28 -0.78
C 5.81 7.27 -0.77
O 6.96 7.20 -0.44
O 5.20 8.38 -1.21
C 6.04 9.53 -1.25
H 4.62 4.30 -0.40
H 6.26 4.69 -0.98
H 5.79 5.09 0.69
H 6.88 9.37 -1.92
H 6.42 9.76 -0.25
H 5.41 10.34 -1.61
```

Relative energy (zero: lowest compared OMol25 entry of this formula, charge and spin), eV: 0.000
LUMO energy, eV: 1.870
Net charge: -1


[4]
ORCA calculation (the ωB97M-V functional and the def2-TZVPD basis) on a cluster of 6 separate species, C30H57F3O8 in total.

```
98
Properties=species:S:1:pos:R:3
C -5.45 5.19 0.66
C -4.78 3.85 0.99
C -3.91 3.88 2.27
C -2.89 5.03 2.36
C -3.31 2.49 2.44
O -3.99 1.52 2.66
O -1.96 2.35 2.28
C -1.56 2.14 0.91
C -1.98 0.74 0.47
C -1.67 0.30 -0.98
C -2.02 1.32 -2.08
O -2.41 -0.91 -1.24
C -0.04 2.34 0.90
F 0.40 2.51 -0.35
F 0.32 3.41 1.60
F 0.61 1.29 1.41
H -6.25 5.04 -0.08
H -4.74 5.92 0.25
H -5.90 5.62 1.56
H -5.56 3.09 1.15
H -4.19 3.49 0.13
H -4.60 3.97 3.12
H -2.88 5.45 3.38
H -1.86 4.70 2.16
H -3.13 5.84 1.68
H -1.99 2.93 0.26
H -3.06 0.61 0.62
H -1.48 0.04 1.15
H -0.61 0.04 -1.04
H -2.65 2.15 -1.74
H -2.58 0.79 -2.86
H -1.10 1.71 -2.51
H -2.60 -1.36 -0.41
C 2.49 0.97 -5.37
C 1.15 0.74 -6.06
C 0.23 0.52 -4.87
O 0.76 1.31 -3.80
C 2.08 1.77 -4.14
H 3.23 1.49 -5.98
H 2.90 0.01 -5.04
H 0.85 1.63 -6.62
H 1.15 -0.11 -6.74
H 0.23 -0.53 -4.56
H -0.80 0.83 -5.05
H 2.04 2.84 -4.35
H 2.73 1.60 -3.29
C -5.94 -2.40 3.00
C -4.89 -3.50 3.16
C -4.31 -3.57 1.75
O -4.38 -2.25 1.22
C -5.22 -1.44 2.06
H -6.22 -1.93 3.93
H -6.84 -2.80 2.53
H -4.12 -3.19 3.87
H -5.30 -4.45 3.49
H -4.89 -4.25 1.12
H -3.26 -3.90 1.74
H -4.60 -0.73 2.60
H -5.91 -0.88 1.42
C 4.47 -2.68 -1.65
C 3.28 -3.49 -2.15
C 2.41 -2.40 -2.76
O 3.31 -1.40 -3.25
C 4.63 -1.64 -2.74
H 5.38 -3.27 -1.50
H 4.23 -2.20 -0.70
H 3.60 -4.20 -2.92
H 2.76 -4.05 -1.37
H 1.75 -1.95 -2.01
H 1.79 -2.75 -3.59
H 5.26 -2.01 -3.56
H 5.04 -0.70 -2.38
C 1.73 -2.66 1.98
C 0.62 -3.63 1.57
C -0.43 -2.68 1.02
O 0.29 -1.58 0.46
C 1.66 -1.63 0.86
H 2.71 -3.13 2.05
H 1.50 -2.20 2.94
H 0.98 -4.30 0.78
H 0.25 -4.24 2.39
H -1.09 -2.30 1.81
H -1.05 -3.12 0.24
H 2.28 -1.93 0.01
H 1.98 -0.63 1.18
C 6.71 -0.04 2.75
C 5.84 1.14 2.31
C 5.38 0.69 0.93
O 5.30 -0.74 0.99
C 5.93 -1.22 2.18
H 6.84 -0.11 3.83
H 7.70 0.02 2.28
H 4.99 1.25 2.98
H 6.38 2.09 2.28
H 6.11 0.97 0.16
H 4.41 1.08 0.65
H 5.16 -1.55 2.88
H 6.56 -2.07 1.93
```

Structure (SMILES): CC[C@H](C)C(=O)O[C@H](C[C@H](C)O)C(F)(F)F.C1CCOC1.C1CCOC1.C1CCOC1.C1CCOC1.C1CCOC1
LUMO energy, eV: 0.781
Net charge: 0